Computed, not measured: 2 unconnected molecules or ions with the total composition C7H17NO, with ωB97M-V with the def2-TZVPD basis set.

E_tot: -11070.854 eV
HOMO energy: -8.469 eV
orbital gap: 9.3 eV
SMILES: C=C(C)CC(C)(C)N.O
ΔE to the lowest compared entry with this formula, charge and spin: 52.67 kcal per mole

Positions of all 26 atoms, in Å:
C1 0.571 -0.300 2.022
C2 0.231 0.766 1.203
C3 0.198 2.150 1.790
C4 -0.456 0.687 -0.141
C5 -0.419 -0.607 -0.989
C6 -0.807 -0.226 -2.424
C7 -1.427 -1.650 -0.472
N1 0.960 -1.124 -1.038
H1 0.670 -0.118 3.084
H2 0.291 -1.310 1.769
H3 0.677 2.863 1.121
H4 -0.836 2.460 1.943
H5 0.719 2.192 2.742
H6 -1.508 0.939 0.033
H7 -0.040 1.496 -0.745
H8 -1.770 0.284 -2.441
H9 -0.055 0.435 -2.854
H10 -0.883 -1.116 -3.050
H11 -2.446 -1.269 -0.550
H12 -1.243 -1.908 0.568
H13 -1.363 -2.559 -1.073
H14 1.067 -1.758 -1.821
H15 1.174 -1.652 -0.199
O1 2.393 0.835 0.501
H16 2.189 0.337 -0.310
H17 2.111 0.151 1.329